(1)
Here is a single C25H25N5O3S molecule from OMol25. Energies are from wB97M-V/def2-TZVPD.

Calculated values
HOMO energy = -8.0826 eV
SMILES string = Cc1ccc(-n2c(Cc3cccn3C)nnc2SCC(=O)NCc2ccc3c(c2)OCO3)cc1
molecular weight = 475.574 g/mol
total energy = -50759.244 eV
gap between HOMO and LUMO = 8.594 eV
ΔE to the lowest compared entry with this formula, charge and spin = 69.0 kcal/mol

```
! wB97M-V def2-TZVPD RIJCOSX def2/J DEFGRID3
* xyz 0 1
S 1.65 2.78 -0.94
O 5.20 1.98 0.46
O 0.53 -3.54 1.41
O 0.97 -3.87 -0.83
N 1.73 1.87 1.63
N 3.95 0.94 -1.12
N -2.90 1.19 1.96
N 0.09 1.01 0.44
N 1.03 1.05 2.42
C -4.11 1.24 1.34
C 3.26 -1.09 1.09
C -4.33 0.05 0.72
C -2.53 0.16 -2.71
C -3.21 -0.76 0.97
C 1.57 -2.72 1.02
C -2.31 2.26 2.72
C -1.62 1.73 -1.12
C -2.49 1.43 -2.15
C -0.78 0.74 -0.63
C 2.28 -1.81 1.76
C -3.51 -0.15 -3.80
C 3.52 -1.27 -0.26
C 4.52 -0.38 -0.95
C 4.25 1.96 -0.29
C 2.79 -2.20 -1.00
C -2.34 -0.03 1.73
C 1.17 1.86 0.46
C -0.79 -0.53 -1.20
C -0.98 -0.40 2.24
C 0.17 -4.28 0.27
C 0.06 0.53 1.73
C -1.66 -0.81 -2.23
C 1.82 -2.92 -0.34
C 3.34 3.18 -0.42
H 3.73 3.87 -1.17
H -3.20 -1.03 -4.36
H -1.55 2.79 2.14
H -1.67 -1.80 -2.66
H -5.20 -0.22 0.15
H -0.76 -1.42 1.93
H -1.84 1.88 3.63
H 4.80 -0.78 -1.93
H -4.72 2.12 1.39
H 3.10 1.00 -1.66
H -0.11 -1.28 -0.83
H 0.33 -5.35 0.46
H 3.83 -0.35 1.64
H -3.09 2.97 2.99
H -0.89 -4.11 0.04
H -1.59 2.72 -0.68
H 5.42 -0.26 -0.34
H -4.49 -0.35 -3.37
H -3.15 2.20 -2.52
H -3.06 -1.77 0.62
H -0.93 -0.37 3.33
H 2.08 -1.65 2.81
H 2.96 -2.36 -2.05
H 3.29 3.69 0.54
H -3.61 0.69 -4.48
*
```

(2)
Here is a molecular structure, C25H25N7O3Ru from OMol25. Energies are from wB97M-V/def2-TZVPD.

Calculated values
HOMO energy (spin up / spin down) = -6.9378 / -6.9449 eV
molecular weight = 572.591 g/mol
total energy = -45480.114 eV
gap between HOMO and LUMO (spin up / spin down) = 5.556 / 5.769 eV
ΔE to the lowest compared entry with this formula, charge and spin = 92.3 kcal/mol

```
! wB97M-V def2-TZVPD RIJCOSX def2/J DEFGRID3
* xyz 0 1
Ru 0.50 -0.61 0.26
O 0.24 -3.11 -1.48
O -0.04 2.08 1.21
O 0.86 -2.94 2.21
N 0.44 0.85 1.63
N 1.33 1.40 -2.68
N 1.45 -0.97 -2.81
N -1.81 -0.97 0.88
N -0.11 0.91 -0.83
N 0.98 -1.55 2.02
N -2.14 1.36 0.54
C -0.99 3.11 -0.67
C 0.93 -2.22 -0.81
C -1.10 -2.81 -1.83
C 0.40 1.66 -1.82
C -3.95 -0.89 2.66
C 3.04 -1.88 -4.36
C 1.97 -1.98 -3.50
C -0.61 5.30 -2.26
C 2.33 -2.72 -0.57
C 0.77 -0.81 3.14
C 3.06 0.45 -3.89
C -2.29 -2.08 1.43
C -1.44 5.37 -1.15
C -3.52 0.26 2.06
C 3.63 -0.62 -4.53
C 0.77 -1.45 4.49
C -0.91 1.80 0.07
C 0.23 1.56 3.99
C 0.04 4.12 -2.60
C 0.48 0.54 2.93
C -2.42 0.23 1.14
C -1.65 4.27 -0.33
C -3.34 -2.11 2.33
C 1.93 0.26 -3.05
C -0.17 3.02 -1.78
H -0.06 -3.13 2.46
H -1.93 6.30 -0.91
H 1.16 -0.78 5.25
H -1.38 -1.83 -1.41
H -0.30 2.40 3.55
H 1.39 -2.34 4.46
H 2.34 -3.22 0.40
H -4.76 -0.87 3.38
H 4.49 -0.50 -5.16
H -1.19 -2.79 -2.91
H -3.68 -3.03 2.75
H 3.43 1.46 -4.01
H 1.51 -2.95 -3.35
H -1.74 -3.60 -1.43
H 2.65 -3.44 -1.33
H -2.29 4.31 0.53
H 3.41 -2.74 -4.89
H -0.36 1.15 4.80
H -0.24 -1.74 4.78
H -1.82 -3.01 1.13
H -0.46 6.18 -2.87
H 3.04 -1.89 -0.52
H -3.95 1.22 2.28
H 1.17 1.93 4.41
H 0.68 4.05 -3.46
*
```

(3)
Here is a molecular structure, C25H26AuClIN3O4Se2 from OMol25. Energies are from wB97M-V/def2-TZVPD.

Calculated values
HOMO energy = -7.3453 eV
molecular weight = 949.744 g/mol
total energy = -194015.072 eV
gap between HOMO and LUMO = 6.327 eV
ΔE to the lowest compared entry with this formula, charge and spin = 0.0 kcal/mol

```
! wB97M-V def2-TZVPD RIJCOSX def2/J DEFGRID3
* xyz 0 1
Au 0.38 0.76 0.31
I 5.59 0.10 -0.13
Se 1.05 2.50 -1.21
Se -1.87 1.51 -0.06
Cl 3.99 -5.22 1.12
O -3.20 4.12 -1.70
O -1.59 -1.42 -0.86
O 2.50 0.43 0.60
O -0.89 6.82 -0.69
N 0.62 -1.33 1.26
N -1.13 -4.60 -2.11
N -0.83 -3.25 -2.08
C 4.13 -1.27 0.45
C -0.87 -5.36 -3.32
C -1.18 4.36 -0.47
C 0.33 4.16 -0.49
C -2.24 -4.79 -1.34
C -1.70 -2.59 -1.19
C -0.32 -2.14 1.64
C 1.16 -4.02 1.62
C 1.56 -3.61 -2.30
C -2.90 -6.12 -1.29
C -1.80 3.38 0.53
C -1.79 4.22 -1.86
C 2.85 -0.80 0.68
C 1.88 -1.79 1.06
C 2.96 -1.88 -3.20
C 0.46 -2.79 -2.45
C -2.60 -3.63 -0.74
C 0.60 -1.50 -2.95
C 4.47 -2.62 0.60
C 2.81 -3.16 -2.70
C -0.10 -3.52 1.84
C 2.20 -3.15 1.22
C 1.85 -1.05 -3.31
C -1.49 5.78 0.07
C 3.54 -3.54 0.97
H 1.45 -4.60 -1.87
H -0.27 -0.86 -3.04
H 0.04 6.87 -0.47
H -2.85 3.63 0.72
H -1.27 3.42 1.48
H -2.17 -6.92 -1.12
H -3.64 -6.14 -0.50
H 3.67 -3.81 -2.59
H 0.72 4.25 0.53
H -1.31 -1.72 1.77
H -1.38 3.34 -2.37
H -0.12 -4.83 -3.90
H -3.41 -3.48 -0.05
H 1.36 -5.07 1.75
H 3.94 -1.52 -3.49
H -2.56 5.94 0.00
H -0.48 -6.34 -3.07
H 5.49 -2.94 0.41
H 0.83 4.92 -1.10
H -0.91 -4.15 2.15
H -3.59 3.94 -2.56
H -3.41 -6.34 -2.24
H -1.19 5.85 1.12
H -1.55 5.12 -2.44
H 1.97 -0.04 -3.69
H -1.77 -5.46 -3.92
*
```

(4)
Here is a molecular structure, C25H26CaN8O5S2 from OMol25. Energies are from wB97M-V/def2-TZVPD.

Calculated values
HOMO energy = -6.9993 eV
molecular weight = 622.746 g/mol
total energy = -88615.965 eV
gap between HOMO and LUMO = 7.174 eV
ΔE to the lowest compared entry with this formula, charge and spin = 45.0 kcal/mol

```
! wB97M-V def2-TZVPD RIJCOSX def2/J DEFGRID3
* xyz 0 1
Ca -0.60 -1.11 0.02
S 0.11 1.13 2.64
S 0.04 -3.68 -0.18
O -3.99 -3.16 0.06
O -0.78 -4.31 -1.17
O 0.83 -2.55 -0.66
O -0.55 -3.12 3.35
O -2.55 -1.57 -0.63
N -3.24 -1.69 1.54
N -1.49 3.17 1.66
N -0.87 4.86 2.91
N -2.18 -0.89 2.01
N -0.18 0.69 -0.92
N -2.21 2.42 0.75
N -0.80 -3.18 1.09
N -0.21 3.73 3.24
C 2.91 -6.25 1.23
C -1.64 4.50 1.94
C -4.02 -3.68 -1.28
C 0.70 3.91 -1.32
C -3.18 -2.13 0.27
C 1.18 2.68 -0.89
C 1.08 5.08 -0.68
C 2.07 2.64 0.18
C 3.11 1.18 -4.43
C 0.90 -4.54 2.05
C 1.97 5.03 0.38
C 1.13 -4.78 0.70
C 1.67 -5.16 3.01
C -0.21 -3.54 2.26
C -0.54 2.66 2.49
C 1.24 -0.26 -4.86
C 0.70 1.38 -1.50
C 2.45 0.29 -5.26
C 2.68 -6.01 2.58
C 2.47 3.81 0.81
C 2.12 -5.63 0.27
C -2.56 5.39 1.19
C 1.34 0.99 -2.80
C 0.69 0.09 -3.63
C 2.55 1.54 -3.21
H 2.87 0.02 -6.22
H -2.52 6.39 1.62
H -3.02 -3.98 -1.58
H -4.69 -4.53 -1.24
H -2.53 -0.06 2.46
H 2.28 5.94 0.87
H -1.61 -1.42 2.67
H 4.05 1.62 -4.74
H -3.58 5.02 1.21
H 0.71 -0.94 -5.51
H 0.02 3.95 -2.17
H 3.07 2.25 -2.57
H 3.16 3.75 1.64
H -2.24 5.46 0.14
H 0.51 3.73 3.95
H 1.51 -4.96 4.06
H 2.28 -5.80 -0.79
H -0.25 -0.33 -3.30
H -2.70 3.05 0.13
H -1.50 1.86 0.17
H 3.71 -6.91 0.93
H 0.69 6.03 -1.02
H 3.32 -6.50 3.32
H -3.70 -2.31 2.19
H -4.40 -2.93 -1.97
H 2.44 1.68 0.52
*
```

Please write out number 1 again, unchanged.
Here is a single C25H25N5O3S molecule from OMol25. Energies are from wB97M-V/def2-TZVPD.

Calculated values
HOMO energy = -8.0826 eV
SMILES string = Cc1ccc(-n2c(Cc3cccn3C)nnc2SCC(=O)NCc2ccc3c(c2)OCO3)cc1
molecular weight = 475.574 g/mol
total energy = -50759.244 eV
gap between HOMO and LUMO = 8.594 eV
ΔE to the lowest compared entry with this formula, charge and spin = 69.0 kcal/mol

```
! wB97M-V def2-TZVPD RIJCOSX def2/J DEFGRID3
* xyz 0 1
S 1.65 2.78 -0.94
O 5.20 1.98 0.46
O 0.53 -3.54 1.41
O 0.97 -3.87 -0.83
N 1.73 1.87 1.63
N 3.95 0.94 -1.12
N -2.90 1.19 1.96
N 0.09 1.01 0.44
N 1.03 1.05 2.42
C -4.11 1.24 1.34
C 3.26 -1.09 1.09
C -4.33 0.05 0.72
C -2.53 0.16 -2.71
C -3.21 -0.76 0.97
C 1.57 -2.72 1.02
C -2.31 2.26 2.72
C -1.62 1.73 -1.12
C -2.49 1.43 -2.15
C -0.78 0.74 -0.63
C 2.28 -1.81 1.76
C -3.51 -0.15 -3.80
C 3.52 -1.27 -0.26
C 4.52 -0.38 -0.95
C 4.25 1.96 -0.29
C 2.79 -2.20 -1.00
C -2.34 -0.03 1.73
C 1.17 1.86 0.46
C -0.79 -0.53 -1.20
C -0.98 -0.40 2.24
C 0.17 -4.28 0.27
C 0.06 0.53 1.73
C -1.66 -0.81 -2.23
C 1.82 -2.92 -0.34
C 3.34 3.18 -0.42
H 3.73 3.87 -1.17
H -3.20 -1.03 -4.36
H -1.55 2.79 2.14
H -1.67 -1.80 -2.66
H -5.20 -0.22 0.15
H -0.76 -1.42 1.93
H -1.84 1.88 3.63
H 4.80 -0.78 -1.93
H -4.72 2.12 1.39
H 3.10 1.00 -1.66
H -0.11 -1.28 -0.83
H 0.33 -5.35 0.46
H 3.83 -0.35 1.64
H -3.09 2.97 2.99
H -0.89 -4.11 0.04
H -1.59 2.72 -0.68
H 5.42 -0.26 -0.34
H -4.49 -0.35 -3.37
H -3.15 2.20 -2.52
H -3.06 -1.77 0.62
H -0.93 -0.37 3.33
H 2.08 -1.65 2.81
H 2.96 -2.36 -2.05
H 3.29 3.69 0.54
H -3.61 0.69 -4.48
*
```

Q: Number 3 is which compound?
A: C25H26AuClIN3O4Se2

Q: Among the records above, which one has the highest molecular weight?
A: C25H26AuClIN3O4Se2